[1]
Formula: C72H73F9N8O31
Source: the OMol25 dataset
Level of theory: ωB97M-V/def2-TZVPD

Properties
E_HOMO: -9.5745 eV
F_max: 3.59 eV Å⁻¹

XYZ file:
```
193
C72H73F9N8O31 (ωB97M-V/def2-TZVPD)
F -4.681 1.333 3.936
F 3.379 -7.110 4.385
F -3.672 0.722 2.140
F 7.885 -3.249 1.826
F 7.660 -1.084 1.575
F -3.938 2.883 2.603
F 7.350 -2.367 -0.104
F 2.031 -8.204 3.106
F 3.104 -6.392 2.333
O -7.609 0.432 -3.737
O 5.547 1.248 2.041
O -2.299 5.702 2.439
O 2.911 -3.370 4.488
O 3.499 0.708 2.620
O 1.677 -2.499 6.065
O 0.797 3.009 9.205
O -6.272 0.394 2.206
O 0.320 -6.418 2.834
O -6.377 2.519 1.390
O -2.334 -2.628 -5.787
O -1.618 -0.314 -1.758
O -5.145 4.659 -3.180
O -4.878 2.558 -3.867
O 4.923 -2.716 0.548
O 4.436 5.141 1.859
O -9.218 -1.073 -3.899
O -2.029 1.916 -3.662
O -0.016 -0.479 -3.160
O -1.269 -3.369 -3.951
O 1.244 -2.124 3.888
O 1.598 4.595 8.032
O 4.429 0.667 -3.567
O 5.456 -2.450 2.726
O -0.646 4.289 2.282
O 6.082 -0.580 -4.109
O 3.118 6.685 1.104
O 1.207 -5.436 4.730
O -4.056 4.212 -5.105
O -3.086 0.356 -4.826
O -3.450 -3.685 -4.266
N 3.896 5.773 0.941
N 4.929 -0.394 -3.789
N 1.190 3.500 8.151
N -0.474 -0.123 -2.097
N -1.507 5.084 1.796
N -2.191 1.158 -4.647
N -8.139 -0.687 -3.573
N 4.703 0.841 2.870
C 0.111 1.743 -5.296
C -4.386 -3.442 -5.262
C 5.155 4.316 -0.537
C -4.227 1.989 -1.661
C -5.263 -1.928 -1.500
C -4.527 1.669 2.679
C 6.830 0.008 5.857
C 4.125 5.262 -0.416
C -0.762 -5.425 2.580
C 1.743 2.185 0.622
C -2.223 -3.231 -4.631
C 2.673 -1.998 0.238
C -2.776 5.860 -1.605
C -7.668 0.149 1.778
C 4.077 -1.637 -3.675
C -7.898 -2.678 -2.117
C -3.955 -2.552 -7.624
C 2.557 -3.957 -3.734
C -0.632 4.608 -0.458
C -5.886 1.608 1.981
C 3.671 5.320 -2.740
C 0.683 1.307 6.897
C 0.316 0.708 -1.190
C 0.857 2.780 4.451
C -1.869 5.305 -2.436
C -7.058 -3.522 -1.383
C 1.843 -2.656 4.752
C -1.597 5.183 0.333
C 3.543 -3.196 0.741
C 0.537 0.709 5.662
C 3.376 5.708 -1.455
C 6.359 0.149 4.549
C 4.633 4.313 -2.921
C -6.004 -1.170 -2.452
C 1.568 1.126 -1.586
C -5.350 2.465 -2.527
C 1.136 3.391 5.662
C -4.635 3.880 -4.135
C 4.728 -2.873 -3.463
C 5.731 -2.455 1.583
C -0.783 4.619 -1.872
C 1.994 -2.735 -4.001
C -5.777 -3.135 -1.140
C -0.246 0.974 0.073
C -1.279 0.382 -6.829
C -7.323 -1.593 -2.722
C -1.125 1.182 -5.676
C -0.371 -4.496 1.423
C 5.120 0.641 4.326
C 0.565 1.406 4.446
C 2.766 -3.142 6.765
C 7.198 -2.254 1.214
C -5.921 3.859 -2.279
C -7.970 -1.270 2.046
C 3.933 -3.993 -3.486
C 4.969 -3.764 5.807
C 2.506 -6.955 3.389
C -2.689 5.780 -0.185
C 1.082 2.650 6.848
C 4.231 0.818 5.364
C 1.255 -6.156 3.739
C -3.742 -2.378 -6.131
C 4.694 0.636 6.665
C 5.364 3.843 -1.834
C -0.229 0.236 -7.664
C 3.490 -3.914 5.693
C 6.024 0.273 6.903
C 2.729 -1.509 -3.933
C 0.437 1.782 0.959
C 2.317 1.851 -0.609
C 0.990 0.819 -7.342
C 1.126 1.565 -6.218
H -4.266 -1.653 -1.291
H -5.032 -2.556 -7.862
H -1.215 0.522 0.272
H 1.998 0.878 -2.592
H 1.814 0.744 -8.047
H -8.940 -2.848 -2.205
H -1.601 -6.110 2.301
H -1.169 -3.824 1.226
H -7.411 -4.370 -0.758
H 3.204 1.069 5.080
H 3.225 -4.916 5.672
H 0.523 -3.884 1.749
H -7.747 0.464 0.769
H 0.190 4.133 -0.025
H -4.625 1.557 -0.725
H -7.045 3.950 -2.465
H 5.707 4.012 0.342
H 7.895 -0.139 5.882
H 2.240 2.772 1.373
H 0.482 0.830 3.487
H -7.286 -1.940 1.412
H 6.449 0.487 7.910
H -3.448 2.744 -1.427
H -5.300 -3.087 -4.792
H -0.027 4.152 -2.479
H -0.048 2.107 1.876
H -8.299 0.825 2.333
H 0.908 -2.609 -4.229
H 3.316 -3.351 1.753
H 0.196 2.303 -4.433
H 0.353 -0.346 5.581
H -7.728 -1.520 3.050
H 5.483 -4.439 5.129
H 2.194 -0.561 -4.099
H 3.476 -2.391 7.162
H -5.169 -3.794 -0.514
H -3.492 -1.864 -8.306
H -4.086 -1.371 -5.728
H 2.285 -3.695 7.577
H 3.322 2.158 -0.825
H -3.659 1.160 -2.144
H 4.909 3.892 -3.846
H -5.822 4.248 -1.282
H 5.268 -2.702 5.591
H 3.342 -4.076 0.156
H 5.191 -4.003 6.869
H -3.588 6.487 -1.873
H -0.045 -4.917 0.530
H 0.826 3.337 3.541
H -3.526 -3.535 -7.833
H 1.554 -2.267 0.145
H 2.804 -1.133 0.799
H 1.951 -4.840 -3.961
H 1.423 4.437 5.729
H -0.267 -0.436 -8.472
H -2.089 -0.212 -7.147
H -3.407 6.254 0.453
H -0.980 -4.843 3.476
H -4.570 -4.349 -5.761
H 3.997 0.785 7.439
H 4.451 -4.986 -3.402
H 6.929 0.004 3.644
H 6.049 3.030 -1.943
H 2.652 6.511 -1.269
H -6.151 1.688 -2.566
H 2.134 1.960 -6.052
H 5.744 -2.859 -3.154
H 0.635 0.779 7.889
H -5.588 -0.359 -2.942
H -2.029 5.420 -3.481
H 3.014 -1.722 -0.792
H -8.935 -1.588 1.773
H 3.118 5.725 -3.594
```

[2]
Formula: C6H5O6Os
Source: the OMol25 dataset
Level of theory: ωB97M-V/def2-TZVPD

Properties
⟨S²⟩: 6.027
E_HOMO (alpha / beta): -20.8802 / -21.3122 eV
net charge: +3
F_max: 9.68 eV Å⁻¹
multiplicity: 5
energy relative to the best compared isomer or geometry (same formula, charge and spin): 81.69 kcal per mole

XYZ file:
```
18
C6H5O6Os (ωB97M-V/def2-TZVPD)
Os -0.324 1.132 -1.252
O -5.445 1.005 -4.541
O 1.590 -1.566 1.293
O 1.384 -0.849 -2.900
O -1.331 -0.978 0.634
O 3.453 0.973 1.567
O -1.251 3.432 0.598
C 2.630 1.147 0.795
C -0.886 2.576 -0.105
C 0.739 -0.092 -2.292
C -0.907 -0.155 -0.085
C -4.421 1.297 -4.126
C 1.020 -1.809 2.585
H 1.576 -2.576 3.145
H 2.524 -1.836 1.329
H -1.349 1.326 -2.243
H -0.007 -2.154 2.439
H 1.002 -0.872 3.159
```

[3]
Formula: C52H41BiGeN10O3
Source: the OMol25 dataset
Level of theory: ωB97M-V/def2-TZVPD

Properties
⟨S²⟩: 0.758
E_HOMO (alpha / beta): -9.7767 / -10.4889 eV
net charge: +1
F_max: 0.69 eV Å⁻¹
multiplicity: 2

XYZ file:
```
108
C52H41BiGeN10O3 (ωB97M-V/def2-TZVPD)
Bi -0.048 -0.060 -0.050
Ge 2.324 -0.097 -1.839
O 1.755 -0.591 1.020
O -1.112 1.317 1.360
O -4.317 -0.347 -5.049
N -0.811 2.200 -1.518
N -1.037 -4.192 -2.193
N -2.218 -3.828 -1.649
N -5.653 0.175 -6.726
N -2.377 3.672 -2.159
N -1.428 3.548 -3.107
N -0.819 -2.277 -1.070
N -2.022 -0.591 2.287
N -5.901 -1.135 -6.367
N -0.825 -1.126 1.830
C -0.224 -3.238 -1.829
C 2.833 2.589 -0.821
C -3.139 2.384 -5.147
C -3.397 -4.646 -1.856
C -3.145 2.872 2.435
C -3.385 4.615 -6.008
C -5.112 -1.403 -5.389
C 1.459 -0.780 -3.454
C -5.350 2.998 3.377
C -0.509 2.673 -2.715
C -4.207 1.972 -5.933
C -4.326 0.854 3.019
C -4.221 3.628 2.874
C 2.203 -1.546 -4.353
C 0.111 -0.549 -3.735
C 3.142 3.740 -3.328
C -5.087 -2.682 -4.670
C -5.248 -5.132 -3.395
C 2.791 -4.037 3.097
C 3.111 3.943 -0.932
C -2.076 -2.691 -0.982
C 0.274 -1.816 -5.766
C 5.102 -3.215 -1.305
C -4.290 -4.206 -2.993
C -6.116 -4.842 -4.432
C 2.854 2.387 -3.218
C -4.853 2.883 -6.771
C -0.303 -2.101 2.475
C 3.752 -3.177 2.564
C 3.264 4.518 -2.186
C -1.967 2.856 -1.219
C 5.104 -0.441 -1.162
C 2.698 1.801 -1.962
C 1.613 -2.056 -5.502
C -4.206 -2.977 -3.631
C 1.063 -2.533 2.307
C -4.441 4.199 -6.806
C 3.935 -2.505 -1.539
C -4.736 0.605 -5.936
C -2.724 3.712 -5.190
C -3.197 1.483 2.500
C -2.043 0.685 2.026
C 2.039 -1.702 1.714
C 3.922 -1.113 -1.474
C -0.480 -1.058 -4.880
C -1.539 4.199 -4.397
C -5.399 1.612 3.450
C 6.269 -2.537 -0.987
C -6.036 -3.619 -5.073
C 1.465 -3.692 2.989
C 6.270 -1.151 -0.914
C 3.388 -2.027 1.898
H -2.646 1.676 -4.492
H -2.498 2.720 -0.295
H 4.132 -1.361 1.487
H 2.203 -2.644 -6.191
H -0.892 -2.533 3.283
H -3.461 -2.247 -3.340
H 2.722 2.149 0.165
H -0.182 -2.219 -6.659
H -5.682 2.544 -7.373
H 3.249 -1.749 -4.159
H -3.075 5.651 -6.023
H -4.177 4.707 2.828
H -3.949 -4.690 -0.914
H 0.810 -3.217 -2.122
H 5.098 -4.294 -1.361
H -4.351 -0.224 3.080
H -2.873 -2.207 -0.443
H 7.181 -3.088 -0.802
H 3.030 -3.056 -1.774
H -1.598 5.276 -4.241
H -1.528 -0.872 -5.079
H -4.950 4.906 -7.443
H -0.505 0.024 -3.050
H 3.485 5.573 -2.273
H 3.277 4.186 -4.304
H -6.705 -3.372 -5.882
H 3.211 4.548 -0.043
H -6.277 1.123 3.850
H -0.603 3.985 -4.921
H -5.306 -6.092 -2.899
H 7.182 -0.622 -0.674
H 2.759 1.786 -4.116
H -3.012 -5.645 -2.063
H 5.121 0.640 -1.111
H -2.253 3.354 2.061
H 4.802 -3.411 2.673
H 3.086 -4.932 3.624
H -6.852 -5.568 -4.745
H -6.190 3.586 3.717
H 0.705 -4.303 3.459
H 0.352 2.419 -3.308
```

[4]
Formula: C6H7B
Source: the OMol25 dataset
Level of theory: ωB97M-V/def2-TZVPD

Properties
E_HOMO: -7.1947 eV
F_max: 4.52 eV Å⁻¹
SMILES string: CB=C=C1C=C1C
energy relative to the best compared isomer or geometry (same formula, charge and spin): 68.53 kcal per mole

XYZ file:
```
14
C6H7B (ωB97M-V/def2-TZVPD)
C 1.340 0.844 0.134
C -0.275 0.088 -1.597
C -2.504 -1.408 -0.492
C 1.653 1.765 -0.804
C 1.543 0.329 1.491
C 0.671 0.854 -1.180
B -1.130 -0.713 -0.942
H 2.637 0.503 1.803
H -3.195 -0.701 0.135
H -3.197 -1.794 -1.450
H -2.180 -2.272 0.157
H 1.475 -0.860 1.432
H 2.273 2.577 -0.858
H 0.889 0.788 2.170
```

[5]
Formula: C27H80N8O13
Source: the OMol25 dataset
Level of theory: ωB97M-V/def2-TZVPD

Properties
E_HOMO: -9.6477 eV
F_max: 5.89 eV Å⁻¹
energy relative to the best compared isomer or geometry (same formula, charge and spin): 0.00 kcal per mole

XYZ file:
```
128
C27H80N8O13 (ωB97M-V/def2-TZVPD)
O -6.459 2.807 1.849
O -2.023 -10.298 1.615
O -3.798 -3.052 3.648
O 8.984 1.656 1.192
O 4.079 -4.089 1.392
O 0.100 3.155 7.648
O 1.325 8.084 -0.736
O -2.628 -2.236 -4.974
O 0.674 0.182 -1.373
O -6.342 -2.403 -1.271
O 5.784 1.500 -6.050
O 3.890 -0.787 6.096
O -2.887 3.774 -4.885
N 4.978 1.317 -3.886
N -0.648 7.139 -0.968
N -3.072 -1.158 4.470
N 0.934 6.555 -2.276
N -1.971 -2.960 4.936
N 3.706 1.060 -5.612
N 4.491 -4.137 -0.754
N 5.498 -5.615 0.443
C -8.460 -2.229 -2.507
C -5.077 4.635 2.337
C -6.480 4.474 0.216
C 4.670 -4.581 0.466
C 5.098 -0.116 6.398
C -1.485 -3.242 -6.816
C -0.319 5.546 7.769
C -7.335 -4.490 -1.777
C -2.309 4.115 -7.203
C 10.641 -0.177 1.318
C -0.727 -8.406 1.339
C 0.590 7.297 -1.253
C 10.985 1.917 2.652
C 4.912 1.308 -5.210
C -2.244 -3.499 -5.514
C -2.995 -2.410 4.305
C -2.121 -8.925 1.607
C 0.254 0.260 -0.041
C 10.370 1.298 1.370
C -1.532 -4.220 -4.405
C 1.294 1.055 0.733
C -4.716 3.470 -6.562
C -7.577 -2.939 -1.537
C 0.594 4.413 8.094
C -3.382 4.275 -6.153
C -6.383 4.205 1.656
C 6.031 -1.250 6.887
H -1.177 7.790 -0.405
H -0.607 5.693 6.729
H 5.923 -5.870 -0.437
H 3.485 1.156 -6.593
H 5.047 0.548 7.261
H 5.422 0.408 5.498
H -6.146 5.471 -0.070
H -4.547 2.440 -6.875
H 8.868 2.580 1.426
H 2.297 0.627 0.761
H -1.111 -10.511 1.828
H -4.736 5.651 2.139
H -5.287 3.994 -7.329
H -2.747 -8.766 0.728
H 5.751 -5.930 1.368
H -4.239 4.079 1.917
H -0.746 0.691 0.021
H -0.271 -8.705 0.396
H 5.804 1.435 -3.317
H -0.554 -3.788 -4.195
H -3.394 -2.379 -4.413
H -2.131 3.045 -7.307
H -6.662 -4.902 -1.025
H 10.030 -0.753 2.014
H 3.067 0.951 -4.838
H -6.879 -4.614 -2.759
H -3.886 -0.763 4.022
H -2.292 -0.625 4.826
H 12.024 1.587 2.667
H -8.112 -2.847 -0.592
H 4.145 1.256 -3.318
H 1.891 6.697 -2.564
H 4.066 -1.314 5.313
H -1.337 -2.356 5.439
H -1.896 -2.401 -7.374
H -1.248 5.448 8.331
H -3.127 -4.114 -5.687
H 5.511 -1.889 7.601
H 0.192 6.194 -2.860
H -8.509 -1.208 -2.129
H -0.001 -8.808 2.047
H -1.369 -5.222 -4.799
H 4.779 -4.654 -1.573
H -3.619 5.329 -6.009
H -6.230 2.459 0.984
H -5.305 3.476 -5.645
H -1.539 -4.141 -7.430
H 3.925 -3.302 -0.810
H 6.343 -1.896 6.067
H 0.968 1.109 1.772
H 10.465 1.579 3.549
H 1.539 4.565 7.571
H -7.959 -2.098 -3.466
H -6.011 -2.765 -0.446
H -2.037 -4.325 -3.445
H 10.945 3.006 2.618
H 0.828 4.314 9.153
H -7.520 4.392 -0.099
H -2.561 4.369 -8.233
H -1.026 6.371 -1.504
H -1.388 4.621 -6.914
H -0.803 -7.325 1.456
H -9.491 -2.574 -2.591
H 0.190 -0.749 0.366
H 11.701 -0.389 1.459
H -1.791 -3.946 4.812
H -8.252 -5.080 -1.768
H -5.974 3.743 -0.416
H 0.781 2.496 7.489
H -5.074 4.421 3.405
H -0.072 -0.278 -1.764
H 10.465 -0.562 0.314
H 6.932 -0.717 7.190
H -0.413 -3.063 -6.742
H 1.231 2.075 0.355
H 10.927 1.689 0.520
H -2.725 -8.474 2.394
H -7.171 4.772 2.152
H -2.639 2.865 -5.070
H 0.161 6.436 8.175
```

[6]
Formula: C6H10
Source: the OMol25 dataset
Level of theory: ωB97M-V/def2-TZVPD

Properties
E_HOMO: -8.2379 eV
F_max: 3.66 eV Å⁻¹
SMILES string: C=CC=C(C)C
energy relative to the best compared isomer or geometry (same formula, charge and spin): 56.29 kcal per mole

XYZ file:
```
16
C6H10 (ωB97M-V/def2-TZVPD)
C 0.060 -0.802 -2.031
C -0.246 -0.476 -0.572
C 0.553 0.850 1.418
C 0.591 0.402 0.054
C 1.246 1.915 1.849
C -1.528 -1.145 0.137
H 1.229 2.129 2.917
H -1.240 -2.105 0.838
H 1.792 2.781 1.154
H 1.135 -0.998 -2.178
H 0.132 0.052 2.136
H -0.251 0.094 -2.556
H 1.231 0.817 -0.781
H -0.542 -1.695 -2.315
H -2.136 -1.555 -0.816
H -2.027 -0.266 0.746
```

| no. | energy (hartree) |
| --- | --- |
| 1 | -6455.9838 |
| 2 | -772.1496 |
| 3 | -5070.7586 |
| 4 | -257.4456 |
| 5 | -2492.7905 |
| 6 | -234.5128 |